135
Properties=species:S:1:pos:R:3:forces:R:3:mulliken_charge:R:1 method="wB97M-V/def2-TZVPD" orbital_gap_ev=8.0172 energy_ev=-95408.0382
C 1.00613 -5.25883 -1.32294 -0.07 0.07 0.22 0.686
H 4.15212 2.46311 6.11957 0.03 0.14 0.18 0.236
N 5.67378 3.70148 2.12032 0.06 -0.22 -0.02 0.001
H -4.79822 4.30327 3.53727 0.05 0.02 0.03 0.154
H -0.44404 3.59312 5.39075 0.14 -0.23 -0.03 0.374
H 6.62671 3.89638 -2.26736 0.01 -0.09 -0.16 0.166
H 0.71266 -1.10680 -2.89208 -0.18 -0.09 -0.05 0.189
N -5.60383 4.30477 2.93005 0.17 0.01 0.11 -0.237
H -0.72735 -0.74648 4.65311 -0.01 0.01 0.01 0.175
C -1.77929 3.65700 3.70309 0.25 -0.46 0.24 -0.006
H 6.71173 3.92153 -0.17026 -0.12 0.68 0.19 0.292
H -3.02427 -6.33888 -11.19083 0.16 -0.01 -0.01 0.264
H 5.06892 4.41261 -2.81101 0.01 0.03 0.03 0.230
C -0.10048 6.02141 2.17519 0.72 0.30 -0.05 0.159
H -3.96041 0.89581 11.97827 -0.01 0.00 -0.04 0.154
N 5.76086 2.19253 -0.58957 -1.09 -0.82 -0.82 -0.389
H 0.73974 -6.49575 0.35186 0.00 0.03 0.00 0.159
H -0.32017 -0.44854 8.67190 -0.28 -0.17 0.02 0.296
H -5.54890 -1.82488 -10.93001 0.00 -0.01 -0.01 0.222
H -1.17638 -9.55721 -3.58376 0.01 0.00 -0.01 0.211
H 2.26938 0.31145 -2.73504 -0.13 -0.11 0.11 0.407
H 1.72476 -7.12234 -0.92280 0.05 0.03 0.04 0.246
H -2.64167 5.75439 2.33087 -0.17 -0.31 0.19 0.344
C 0.25752 0.11290 0.99138 0.13 -0.39 -0.16 0.308
H 1.12129 -6.89788 -3.87717 0.09 0.15 0.02 0.160
H 5.94850 0.55701 4.30005 0.00 0.03 -0.02 0.218
H 5.77353 5.36740 4.94653 0.02 -0.02 0.00 0.264
H -4.35528 -4.68658 -13.99636 0.15 0.09 0.11 0.174
C -0.66520 3.14270 4.42825 -0.62 0.28 -0.40 -0.087
C 1.12749 -0.97230 0.35424 0.52 0.94 -0.04 -0.096
H -4.17087 -6.04419 -15.06022 0.05 -0.06 0.03 0.181
H -2.31625 0.71506 12.47954 0.00 0.01 -0.01 0.218
N -3.41419 -5.81118 -11.95669 -0.05 -0.16 0.22 -0.234
H -0.40186 6.23583 4.31374 -0.17 -0.05 -0.04 0.142
N 5.38189 4.52521 5.32664 0.08 0.13 -0.12 -0.318
H -4.53540 0.40429 9.74627 0.01 0.04 0.02 0.169
N 1.15552 -7.60368 -4.59545 -0.04 0.07 -0.04 -0.277
C 0.33726 -8.69116 -4.62647 0.11 0.08 0.10 0.616
H -0.26749 -2.14898 5.55581 0.01 0.00 0.05 0.153
C -2.37190 5.94503 3.37235 0.26 0.88 0.14 -1.081
N -2.52984 4.74012 4.23019 0.45 0.35 -0.86 -0.274
H 4.98330 3.82446 1.40288 -0.01 0.09 0.01 0.130
C 0.08445 2.13306 3.90915 0.19 0.33 0.65 0.653
H -3.04887 6.73334 3.71761 -0.10 -0.35 0.16 0.464
O 7.84035 3.50449 2.76527 0.03 -0.10 -0.06 -0.666
H 8.34868 3.76658 0.34443 0.04 0.24 0.19 0.161
H -3.69645 -4.86045 -11.80271 0.03 0.04 -0.16 0.142
N -0.55690 -8.76882 -3.59560 -0.08 -0.12 0.04 -0.344
O 3.74606 2.90397 -1.34688 0.03 0.26 0.07 -0.610
N 7.36829 3.78963 0.56101 1.31 0.53 0.54 -0.428
H 0.22264 -7.27477 -7.20117 -0.06 -0.11 -0.02 0.156
N 0.48049 -1.36065 -1.93252 0.18 -0.20 0.31 -0.768
H 5.30192 1.55148 0.03053 -0.03 0.00 -0.03 0.124
H -0.19715 -4.34988 0.11834 -0.01 -0.09 -0.01 0.159
C 4.09975 4.21598 4.97489 -0.22 -0.17 0.42 0.245
O -1.43911 -0.04800 10.28975 0.14 0.02 0.22 -0.670
N 4.95228 0.44682 4.24267 0.16 -0.09 0.12 -0.278
H -7.70254 -2.21292 -13.70243 0.00 -0.01 0.03 0.164
C -3.53033 -6.42638 -13.16691 0.01 0.12 0.13 0.541
O 4.80162 0.55182 6.50484 0.03 0.19 0.04 -0.692
C -1.27720 -7.48739 -8.64327 0.02 -0.12 0.08 0.494
O 3.43873 4.91567 4.21809 0.29 -0.10 0.05 -0.608
H 1.61401 7.30096 2.59928 0.12 -0.13 -0.13 0.381
C -2.09771 3.08461 2.49576 -0.20 0.08 -0.03 -0.111
C -0.57611 -0.38447 6.65373 0.02 -0.19 0.12 0.722
H -5.56485 3.79852 2.06619 -0.07 -0.01 0.00 0.167
H 5.37156 3.60844 3.07347 0.02 0.14 -0.01 0.114
O -3.18752 -7.58081 -13.36780 -0.05 0.01 -0.06 -0.678
C -5.78956 -2.37520 -12.86799 -0.12 0.03 0.04 0.702
C -0.92778 6.49552 3.38517 0.09 -0.07 -0.70 -0.483
H 1.73667 5.64697 3.24364 -0.02 0.33 -0.24 0.228
N -1.77907 -8.57430 -7.99655 -0.18 -0.08 0.12 -0.299
H -2.57954 -9.02165 -8.40181 0.03 0.01 -0.05 0.191
H -7.76525 4.48450 1.61332 0.03 -0.01 0.01 0.160
H 2.43721 0.19392 4.40039 0.01 -0.05 -0.02 0.119
H -2.94712 3.46795 1.93784 0.12 -0.16 -0.07 0.379
H -0.03571 -1.97353 7.89262 -0.01 -0.01 -0.05 0.125
N -6.22681 -1.90356 -11.66491 0.08 0.03 0.07 -0.395
N 2.90465 0.28824 5.28613 0.03 -0.17 0.11 -0.251
H 4.51991 0.35864 3.34298 -0.07 0.04 0.03 0.118
H 2.23822 1.19762 -1.22572 0.14 -0.18 0.19 0.269
H -3.29902 -0.12230 8.65776 0.03 0.09 -0.01 0.209
H 2.12458 -0.83056 0.78547 -0.17 -0.29 0.19 0.066
C -6.69914 5.00821 3.34444 0.05 -0.04 -0.06 0.570
H -8.58764 5.48500 2.75744 0.01 0.00 0.01 0.226
H -0.24742 4.96040 1.95578 -0.19 0.12 0.07 -0.039
O 1.53127 -5.15325 -2.42266 -0.08 -0.25 -0.12 -0.710
N 3.61979 3.05939 5.50956 -0.02 0.63 -0.06 -0.217
N 1.15691 -6.38260 -0.55209 -0.01 -0.15 -0.14 -0.416
N -1.70463 1.51912 0.72553 0.90 -0.43 0.40 -0.689
N 5.62768 3.82718 -2.21748 0.00 0.14 0.06 -0.392
N -0.28071 -1.00412 7.82657 0.21 0.22 -0.03 -0.369
H 6.75749 2.22004 -0.60237 0.01 -0.32 -0.01 0.332
O -6.72983 5.61808 4.39759 -0.03 0.01 -0.02 -0.641
C 4.96275 2.97018 -1.38273 -0.01 -0.60 -0.13 0.562
H -6.45379 -2.80946 -14.73664 -0.01 0.01 0.00 0.218
H -2.09861 5.02637 5.10363 -0.30 -0.32 0.20 0.452
H 2.68349 2.79843 5.26889 0.01 0.07 -0.01 0.068
H -0.62079 -8.08450 -2.86540 0.03 0.05 -0.04 0.143
C 1.40628 6.24663 2.38678 -0.49 -0.39 0.41 -1.252
C -1.32894 2.03334 1.93475 -0.56 0.74 0.40 -0.359
N -7.76678 4.97858 2.48454 -0.10 0.04 0.00 -0.386
C -0.89866 0.58102 0.29438 -0.25 -0.07 -0.28 -0.563
O -1.76082 -7.04893 -9.67540 -0.04 0.13 0.02 -0.705
H 5.94363 3.95788 5.93407 -0.03 -0.05 -0.01 0.149
C 4.25686 0.43503 5.41683 -0.21 -0.65 -0.49 0.614
H 1.83080 -7.51419 -5.33165 0.08 -0.06 0.07 0.206
N 0.23782 -4.27714 -0.78149 0.00 0.12 -0.20 -0.323
C -0.20719 1.56061 2.65114 0.35 -0.14 0.29 -0.205
H -7.17542 -1.63770 -11.48362 -0.01 -0.01 -0.03 0.158
O -4.62503 -2.69252 -13.06015 -0.04 -0.17 -0.01 -0.677
H 1.98749 5.89668 1.52922 -0.04 0.24 -0.01 0.298
N -3.01305 0.65347 11.76107 0.09 -0.03 0.09 -0.429
N -3.57598 0.17099 9.57723 0.02 -0.12 -0.08 -0.346
H -1.13337 0.12135 -0.66206 -0.01 0.07 0.09 0.566
C -2.60196 0.23951 10.52760 -0.17 0.09 -0.10 0.652
N -0.18591 -6.92259 -8.04716 0.10 0.19 0.00 -0.298
N -4.06755 -5.63782 -14.15041 -0.19 0.05 -0.26 -0.325
C 1.27510 -0.75778 -1.13902 -0.28 -0.11 -0.69 0.764
H 2.35874 0.27628 6.13015 -0.02 -0.10 0.00 0.098
H -1.38443 -8.94192 -7.14775 0.16 -0.06 -0.05 0.159
N -6.74324 -2.46668 -13.83975 0.06 -0.02 -0.09 -0.379
H 0.76460 -1.97444 0.58481 -0.04 0.08 -0.13 0.130
N 0.60546 0.57141 2.16879 -0.47 0.21 -0.41 -0.216
N -0.51320 -1.17800 5.53417 0.01 0.07 -0.18 -0.356
C 7.01328 3.65432 1.88122 -0.17 0.14 0.10 0.469
H 0.10771 -3.43252 -1.32649 0.02 0.10 0.06 0.154
O -0.87903 0.79707 6.58624 0.03 0.01 -0.02 -0.657
C 2.33081 0.19515 -1.64955 -0.04 -0.11 0.10 -1.154
H 0.91583 1.79818 4.52480 -0.10 -0.27 -0.44 -0.255
H 0.21634 -6.11964 -8.49222 -0.02 -0.02 -0.03 0.180
H -0.94131 7.59132 3.33355 -0.09 -0.12 0.18 0.519
H 3.32993 -0.20349 -1.43812 -0.09 0.18 0.19 0.278
O 0.39490 -9.53835 -5.50821 -0.21 0.15 -0.11 -0.672
H -0.40689 6.59602 1.29161 -0.22 -0.22 0.05 0.392